# 1
Entry from the Open Molecules 2025 dataset: a molecular structure, C19H35N5O4OsS2Sb (ωB97M-V/def2-TZVPD).

Frontier orbital gap (alpha / beta): 7.0 / 7.0 eV
E_tot: -66563.02362 eV
Net charge: +3
Multiplicity: 5
Largest force on an atom: 0.9 eV/A

Geometry (Å):
Os -1.1085 -0.4782 -1.4889
O -5.0347 -0.2912 0.3667
C -3.8012 -0.3648 -0.0311
O -3.4254 -0.8910 -1.0788
C -2.8054 0.2056 0.9217
C -3.0560 0.6883 2.1875
C -1.9608 1.0462 2.9802
C -0.6688 0.8283 2.5243
C -0.5002 0.3252 1.2434
N -1.5501 0.0995 0.4577
C 0.8037 -0.1766 0.6504
O 1.8008 -0.2252 1.3302
O 0.6988 -0.5887 -0.5957
H -5.6499 -0.7090 -0.2623
H -4.0699 0.7693 2.5538
H -2.1260 1.4494 3.9704
H 0.1988 1.0240 3.1392
C 2.3663 2.6675 -4.4772
C 1.2177 3.2186 -3.6548
N 0.1980 2.1948 -3.3335
C -1.0436 2.0631 -3.7653
S -2.2303 1.1110 -2.8566
N -1.5534 2.6433 -4.8349
C -0.9221 3.4122 -5.9293
C -1.6130 3.0738 -7.2368
H 3.0927 3.4574 -4.6624
H 2.0350 2.2803 -5.4406
H 2.8765 1.8630 -3.9467
H 0.7220 4.0550 -4.1367
H 1.5789 3.5818 -2.6925
H 0.4411 1.5874 -2.5652
H -2.5524 2.5241 -4.9403
H 0.1302 3.1509 -5.9729
H -1.0124 4.4768 -5.7097
H -1.4329 2.0391 -7.5255
H -1.2307 3.7197 -8.0249
H -2.6889 3.2418 -7.1727
C 4.5961 -4.5466 -0.9515
C 4.6834 -4.2018 0.5291
Sb 3.8275 -2.3238 1.0794
C 5.2969 -0.8137 0.7909
C 6.6638 -1.4010 0.4467
C 3.6080 -2.4754 3.1800
C 4.9507 -2.8898 3.7885
H 5.1533 -5.4619 -1.1494
H 5.0239 -3.7651 -1.5800
H 3.5655 -4.7140 -1.2626
H 5.7173 -4.1022 0.8665
H 4.1747 -4.9299 1.1607
H 5.3023 -0.2646 1.7335
H 4.9307 -0.1466 0.0126
H 7.0466 -2.0461 1.2371
H 7.3802 -0.5891 0.3189
H 6.6454 -1.9674 -0.4842
H 2.8241 -3.2055 3.3773
H 3.2748 -1.5008 3.5336
H 5.2813 -3.8667 3.4374
H 4.8445 -2.9573 4.8719
H 5.7354 -2.1590 3.5889
N -2.8168 -2.3424 -3.8921
C -1.5374 -2.4485 -4.1921
N -1.1544 -3.0734 -5.2907
S -0.2598 -1.8186 -3.1748
H -3.5340 -2.7465 -4.4773
H -3.1105 -1.8962 -3.0371
H -1.8116 -3.5111 -5.9204
H -0.1746 -3.1601 -5.5108

=====

# 2
Entry from the Open Molecules 2025 dataset: C5H9BrO5S in the gas phase in a non-equilibrium geometry (ωB97M-V/def2-TZVPD).

Frontier orbital gap: 10.8 eV
E_tot: -96442.38659 eV
Net charge: 0
Energy relative to the best compared isomer or geometry (same formula, charge and spin): 3.321 eV
Largest force on an atom: 1.0 eV/A

Geometry (Å):
O 1.4419 2.5555 2.0074
S 1.5318 1.1534 1.7270
O 2.1808 1.0875 0.2229
C 2.3847 -0.2824 -0.1902
C 1.3492 -0.6118 -1.2497
C -0.0162 -0.7845 -0.5966
Br -1.1953 -1.4668 -2.0003
C -0.5187 0.5274 0.0482
C -2.0296 0.6929 0.2091
O -2.5750 -0.0571 1.2722
O -2.6545 -1.4340 0.9016
O -0.0201 0.6776 1.3870
H 3.4043 -0.4135 -0.5365
H 2.2292 -0.9416 0.6690
H 1.2961 0.2353 -1.9325
H 1.6196 -1.5190 -1.7827
H 0.0233 -1.5487 0.1763
H -0.1823 1.3549 -0.5789
H -2.5554 0.5430 -0.7317
H -2.2015 1.7246 0.5181
H -3.5123 -1.4927 0.4600

=====

# 3
Entry from the Open Molecules 2025 dataset: 2 unconnected molecules or ions with the total composition C3H7NOS in a non-equilibrium geometry (ωB97M-V/def2-TZVPD).

Frontier orbital gap: 7.6 eV
E_tot: -17594.30661 eV
Net charge: 0
Energy relative to the best compared isomer or geometry (same formula, charge and spin): 3.623 eV
Largest force on an atom: 3.0 eV/A

Geometry (Å):
C 1.1676 -1.7027 -0.4162
C -1.2374 0.2456 0.9635
C -0.4430 -0.0228 -0.3617
N 0.5471 1.0564 -0.6341
O 2.0747 -0.9578 -0.5840
S 0.5185 -3.0546 0.1147
H -1.9636 1.1714 1.0246
H -0.4237 0.3834 1.8022
H -1.8135 -0.6917 1.3086
H -1.0111 -0.0459 -1.2159
H 1.4082 0.5220 -1.1902
H 0.9503 1.2048 0.3348
H 0.2259 1.8919 -1.1462

=====

# 4
Entry from the Open Molecules 2025 dataset: 14 unconnected molecules or ions with the total composition C5H39NO14 in a non-equilibrium geometry (ωB97M-V/def2-TZVPD).

Frontier orbital gap: 9.6 eV
E_tot: -35971.27411 eV
Net charge: 0
Energy relative to the best compared isomer or geometry (same formula, charge and spin): 5.285 eV
Largest force on an atom: 5.8 eV/A

Geometry (Å):
C -0.0526 -0.9741 1.1233
N -1.2832 -0.1893 1.2853
C -2.1752 -0.5425 2.3424
O -1.4620 -0.6795 3.6381
C 1.2766 -0.0732 1.1545
C 2.4747 -0.8499 1.6439
C 3.1407 -1.7563 0.5707
H -0.1215 -1.4212 0.1560
H 0.1717 -1.7470 1.8568
H -1.1369 0.8281 1.0734
H -2.9596 0.2238 2.4518
H -2.4477 -1.6206 2.2160
H -1.2916 0.2092 3.8973
H 1.5083 0.1896 0.0585
H 1.1132 0.9411 1.6523
H 2.3371 -1.3351 2.6043
H 3.3123 -0.1494 1.9524
H 2.5540 -2.6832 0.8593
H 4.1339 -1.7894 0.6990
H 2.9308 -1.6371 -0.5230
H -2.1371 1.0302 -3.2059
H -1.4522 0.5681 -1.9127
O -2.0861 1.1998 -2.2761
H 2.0448 1.2567 -4.6324
H 1.6144 -0.1579 -4.0280
O 1.4088 0.5663 -4.7203
H -1.9217 -3.6135 3.2317
H -1.0314 -2.4365 3.5011
O -1.0155 -3.3588 3.2065
H -0.0741 2.1627 2.4921
H 0.2777 3.4863 1.6574
O 0.4192 2.9778 2.4921
H -0.0485 -2.4016 -1.9016
H -0.7346 -2.5338 -3.1948
O -0.1563 -1.9077 -2.7357
H 0.8644 -3.5211 0.9956
H -0.2662 -4.5156 0.6431
O 0.1157 -3.6732 0.4554
H -2.3284 -1.0566 -0.3575
H -2.9670 -0.6556 -1.7015
O -2.6036 -1.4119 -1.2576
H 1.5154 -1.7609 -3.1095
H 2.9419 -1.6005 -2.5675
O 2.4245 -1.5037 -3.4194
H 0.0026 2.7343 -2.9761
H -1.3556 2.7350 -2.3225
O -0.4800 3.1885 -2.2789
H -1.5358 4.1642 0.2157
H -0.4481 3.3210 -0.4102
O -1.0943 3.3158 0.3092
H -1.2765 -0.0855 -5.3140
H -0.1980 0.1221 -4.1665
O -1.1612 0.1672 -4.3900
H 1.6982 5.5016 -0.1775
H 0.2645 5.4211 -0.5770
O 0.8306 5.3957 0.2439
H 1.7127 -1.4732 4.4667
H 0.8349 -0.1417 4.4365
O 1.6883 -0.5068 4.6741

=====

# 5
Entry from the Open Molecules 2025 dataset: C4H4O in the gas phase (ωB97M-V/def2-TZVPD).

SMILES: C#CCC=O
Frontier orbital gap: 10.8 eV
E_tot: -6257.78069 eV
Net charge: 0
Energy relative to the best compared isomer or geometry (same formula, charge and spin): 1.599 eV
Largest force on an atom: 0.7 eV/A

Geometry (Å):
O -1.5950 1.2716 0.4250
C -1.3100 0.4901 -0.4457
C -0.2580 -0.6068 -0.2858
C 0.9532 -0.1365 0.3863
C 1.9507 0.2743 0.9190
H -1.8255 0.5073 -1.4300
H -0.0212 -1.0330 -1.2665
H -0.7241 -1.4130 0.2990
H 2.8300 0.6462 1.3987

=====

# 6
Entry from the Open Molecules 2025 dataset: a molecular structure, C35H41N3O3STeW in a non-equilibrium geometry (ωB97M-V/def2-TZVPD).

Frontier orbital gap (alpha / beta): 6.4 / 7.3 eV
E_tot: -67513.63617 eV
Net charge: +2
Multiplicity: 3
Energy relative to the best compared isomer or geometry (same formula, charge and spin): 0.000 eV
Largest force on an atom: 2.9 eV/A

Geometry (Å):
W 11.3876 8.8033 9.6873
C 9.0128 10.4733 8.3929
N 10.1926 9.6535 7.9301
C 9.6081 8.5960 7.0697
C 10.4656 7.3895 6.6856
C 10.8442 6.3774 7.7622
N 11.8268 6.9043 8.7069
C 12.9330 6.2969 8.8031
C 14.0950 6.6719 9.6010
C 15.3207 6.0213 9.3616
C 16.5079 6.3436 9.9793
C 16.4509 7.4068 10.8629
C 15.2535 8.0593 11.1453
C 14.0668 7.7278 10.4982
O 12.9355 8.4092 10.7658
C 10.9968 10.6393 7.1363
C 12.1934 10.1274 6.3389
C 13.2629 9.4488 7.2154
N 13.0434 9.7756 8.6137
C 13.7573 10.6992 9.1040
C 13.5427 11.4214 10.3629
C 14.5759 12.0974 11.0006
C 14.4058 12.8657 12.1477
C 13.0841 12.9811 12.5601
C 12.0256 12.3398 11.9399
C 12.2340 11.4535 10.8729
O 11.2818 10.7435 10.2573
H 8.3672 10.6728 7.5435
H 9.3371 11.4172 8.8382
H 8.4461 9.9045 9.1188
H 9.2603 9.0693 6.1474
H 8.7405 8.2038 7.5937
H 11.3771 7.6383 6.1571
H 9.8577 6.8154 5.9856
H 11.2141 5.5067 7.2417
H 9.9456 6.0726 8.2979
H 13.1883 5.3981 8.2373
H 15.2801 5.2253 8.6283
H 17.4249 5.8450 9.7208
H 17.3159 7.7772 11.3829
H 15.1796 8.8807 11.8361
H 11.3129 11.3887 7.8590
H 10.2940 11.1290 6.4454
H 12.6194 11.0377 5.9174
H 11.8991 9.4743 5.5007
H 14.2429 9.7788 6.8894
H 13.2515 8.3730 7.0807
H 14.5780 11.1712 8.5771
H 15.5460 12.0084 10.5534
H 15.2474 13.3629 12.6162
H 12.8140 13.6291 13.3800
H 11.0187 12.4110 12.3016
C 7.9826 5.5325 10.1473
S 8.1850 7.2603 10.6699
C 6.5975 7.9393 10.0158
O 9.2901 7.8421 9.7731
H 7.1731 5.0567 10.7128
H 8.9276 5.0274 10.3737
H 7.7561 5.4933 9.0824
H 5.7604 7.4058 10.4482
H 6.6167 7.8070 8.9290
H 6.5355 9.0011 10.2461
Te 10.4572 9.0291 12.6493
C 9.4450 7.6967 13.8467
C 8.4784 8.2850 14.6592
C 7.8305 7.4763 15.5945
C 8.1654 6.1269 15.6287
C 9.1087 5.5488 14.7742
C 9.7891 6.3557 13.8703
C 12.1998 9.0539 13.7929
C 12.3049 10.1238 14.6870
C 13.3724 10.1495 15.5694
C 14.3240 9.1259 15.5355
C 14.2158 8.0768 14.6323
C 13.1437 8.0381 13.7492
H 8.2671 9.3447 14.6051
H 7.1056 7.8793 16.2800
H 7.6496 5.4880 16.3300
H 9.3403 4.4986 14.8545
H 10.5716 5.9443 13.2159
H 11.5488 10.8991 14.7006
H 13.4751 10.9416 16.2804
H 15.1451 9.1550 16.2450
H 14.9402 7.2837 14.6539
H 13.0253 7.2046 13.0518